No. 1
Molecular formula: C20H24Br51F3NO
Method: DFT, wB97M-V/def2-TZVPD

The HOMO energy comes out at -0.4128 Ha. The total energy is -3604972.621 eV. Its net charge is +1.

Geometry as XYZ:
```
100
Properties=species:S:1:pos:R:3:forces:R:3
N -4.59191 0.66012 -4.54479 0.22 -0.02 -0.35
C -3.56169 1.48559 -3.81557 -0.73 -1.59 0.90
C -3.25604 1.09650 -2.34643 -1.08 -0.49 -0.31
O -2.14389 0.28191 -2.23429 0.21 -0.29 -0.22
C -4.42968 0.49560 -1.54450 2.62 -0.71 -0.56
F -5.58335 0.98339 -1.86868 -2.00 0.77 -0.69
F -4.19072 0.70247 -0.28780 -0.01 0.93 2.38
F -4.45692 -0.83716 -1.63164 -0.39 -0.50 -0.53
H -4.75076 -0.28691 -4.16363 -0.28 0.12 0.00
H -5.44823 1.20469 -4.63816 -0.31 -0.35 0.33
H -4.25276 0.52010 -5.49564 -0.02 -0.09 -0.14
H -3.79177 2.54116 -3.85031 -1.46 -1.06 -0.86
H -2.63197 1.35652 -4.35478 -0.28 -0.09 0.02
H -2.99855 2.03046 -1.84922 -0.55 -0.72 0.44
H -2.02427 -0.22783 -3.05721 0.12 -0.09 0.58
C -5.14887 -4.22225 -4.43578 -0.04 -0.08 -0.28
Br -5.01152 -2.58614 -3.40545 -0.14 -0.72 -0.19
Br -4.99286 -5.76214 -3.30230 -0.06 0.18 0.02
Br -6.75073 -4.26353 -5.50473 0.08 0.04 0.10
H -4.30981 -4.23846 -5.11754 0.02 0.03 0.02
C -0.74863 3.18125 -4.02973 0.32 -0.20 0.20
Br -1.11462 2.25948 -5.68878 0.39 0.23 -0.63
Br -2.38012 3.62264 -3.09690 3.06 4.69 -0.33
Br 0.44644 2.17545 -2.90718 -0.11 0.31 -0.14
H -0.25329 4.10848 -4.28206 -0.10 0.02 -0.09
C -0.24804 -3.01765 -3.48778 0.05 -0.42 0.19
Br -1.30933 -3.80131 -2.08957 0.02 0.09 -0.05
Br 0.63474 -4.33833 -4.55992 -0.22 0.17 -0.01
Br -1.28438 -1.77853 -4.55376 -0.08 -0.12 -0.52
H 0.52061 -2.43258 -3.01107 0.05 0.09 -0.13
C -2.45028 2.73038 1.42647 0.14 -0.03 0.30
Br -3.87623 3.86304 2.05466 0.11 -0.06 -0.01
Br -1.48088 3.54500 -0.03268 -0.04 -0.10 0.68
Br -1.28298 2.17947 2.85553 -0.03 0.04 -0.08
H -2.90661 1.83609 1.03401 0.03 0.02 0.00
C -0.60232 -3.72824 2.45574 0.02 -0.01 0.11
Br -0.46700 -1.92409 1.79443 -0.21 -0.08 0.17
Br -2.11779 -4.64933 1.70277 0.08 0.01 -0.11
Br 1.03585 -4.70621 2.19545 -0.10 0.08 -0.06
H -0.77094 -3.66380 3.52143 -0.02 -0.01 0.01
C 2.92298 -0.43062 -0.22615 0.24 0.00 0.02
Br 3.05236 1.38993 -0.85121 0.00 -0.12 0.04
Br 1.43631 -1.36303 -1.02863 0.19 0.24 -0.05
Br 4.57284 -1.38730 -0.45856 -0.19 0.06 -0.02
H 2.72442 -0.38768 0.83645 -0.07 0.00 0.00
C -5.57354 -3.78573 3.36784 -0.01 -0.02 -0.01
Br -5.01080 -2.01394 2.84883 -0.01 -0.06 0.03
Br -4.53040 -4.46523 4.83596 -0.04 0.07 -0.02
Br -7.45808 -3.85342 3.74685 0.09 0.02 -0.05
H -5.39405 -4.43536 2.52248 -0.01 0.01 -0.02
C 1.87932 1.06910 5.85049 0.13 0.14 0.09
Br 1.36781 -0.16766 4.45981 -0.03 0.04 0.01
Br 0.34230 1.91762 6.64673 0.10 -0.10 -0.11
Br 3.00507 0.23443 7.17117 -0.09 0.03 -0.09
H 2.46620 1.84855 5.37997 -0.03 -0.05 0.02
C -2.19698 4.55810 9.06793 0.01 0.00 0.08
Br -2.71599 3.32126 7.68203 -0.04 0.05 0.05
Br -3.72720 5.40991 9.86903 0.08 -0.07 -0.05
Br -1.07408 3.71375 10.38499 -0.07 0.03 -0.09
H -1.60983 5.33310 8.59806 0.00 0.00 -0.02
C 3.39452 -7.81072 -4.01667 0.01 -0.03 0.06
Br 3.45028 -6.24259 -2.89383 0.01 -0.12 -0.04
Br 3.61892 -9.42578 -2.99495 -0.05 0.11 -0.05
Br 1.79403 -7.86953 -5.09789 0.10 0.03 0.09
H 4.23173 -7.74408 -4.69550 0.00 0.01 -0.02
C 7.58023 -3.87992 1.42734 0.00 0.04 0.06
Br 6.96534 -4.03373 -0.39658 0.08 -0.02 0.04
Br 9.35011 -4.60507 1.64616 -0.10 0.08 -0.05
Br 7.46066 -2.06870 2.06962 0.04 -0.13 -0.07
H 6.91481 -4.47430 2.03568 -0.01 -0.03 -0.02
C -6.20731 5.64556 -2.46401 -0.10 0.01 0.10
Br -6.50015 4.70485 -4.12423 0.02 -0.05 -0.04
Br -7.85991 6.05178 -1.57065 0.16 -0.10 -0.09
Br -4.99359 4.68466 -1.31359 -0.14 0.04 0.10
H -5.73547 6.58549 -2.71052 0.04 -0.01 -0.05
C 2.65360 0.61348 -6.63378 0.00 -0.07 0.08
Br 4.47080 0.19397 -7.10448 -0.18 0.09 0.10
Br 2.09079 -0.26139 -5.00919 0.23 -0.20 -0.09
Br 2.33688 2.50415 -6.47708 0.36 0.16 -0.16
H 2.02293 0.25175 -7.43232 -0.01 -0.03 0.00
C 10.22772 1.22644 2.55169 0.01 0.02 -0.02
Br 8.87084 2.47842 2.00577 -0.05 -0.14 -0.03
Br 9.65142 0.17149 4.05724 0.04 0.08 -0.03
Br 10.81467 0.12357 1.08444 -0.05 0.05 0.08
H 11.08146 1.80476 2.87615 -0.01 0.03 0.01
C 4.18379 5.29085 5.24067 0.01 0.03 0.09
Br 3.67231 4.05050 3.85126 0.00 0.02 0.07
Br 2.65013 6.14254 6.03810 0.07 -0.11 -0.06
Br 5.30891 4.45912 6.56307 -0.11 -0.01 -0.09
H 4.76839 6.06710 4.76936 0.00 0.00 -0.04
C -8.47430 -5.61474 -0.33562 -0.04 0.00 0.05
Br -9.91733 -5.67604 0.93383 0.10 0.02 -0.05
Br -8.01481 -3.80375 -0.81105 0.04 -0.05 0.03
Br -6.93321 -6.59699 0.28206 -0.03 0.07 0.02
H -8.82181 -6.10270 -1.23429 0.03 0.00 -0.03
C 10.96190 6.12211 3.12261 -0.04 -0.05 0.02
Br 9.88030 5.31011 4.49792 0.07 0.04 -0.09
Br 11.94086 4.80900 2.10158 -0.04 0.08 0.06
Br 9.92037 7.27558 1.98441 0.04 -0.10 0.05
H 11.69264 6.74168 3.62061 0.01 0.01 0.00
```
Positions in Å, forces in eV/Å.

No. 2
Molecular formula: C2H10N2O2
Method: DFT, wB97M-V/def2-TZVPD

The HOMO energy comes out at -0.2587 Ha. The total energy is -9309.890 eV. Its structure (SMILES) is N/C=C/N.O.O. Its net charge is 0.

Geometry as XYZ:
```
16
Properties=species:S:1:pos:R:3:forces:R:3
N -0.89574 0.56702 -0.79420 -0.10 -0.40 -1.95
C -0.91101 1.13977 0.46956 -0.76 -0.78 0.53
C -1.14409 0.27464 1.50498 0.80 1.54 -1.26
N -0.70147 0.48911 2.82188 -2.00 -0.68 -0.32
H -0.99955 1.10771 -1.64238 -0.61 0.71 0.54
H -0.14742 -0.04596 -1.08754 0.13 -0.39 0.95
H -1.03090 2.21929 0.53198 0.92 0.03 0.37
H -1.74231 -0.60130 1.26171 0.67 -0.41 0.19
H 0.24041 0.78777 2.93930 0.38 -0.14 0.12
H -0.99494 -0.34017 3.31824 0.66 0.44 0.80
O 0.77021 -1.12975 -3.25834 0.16 0.16 0.19
H 0.46739 -1.84574 -3.80760 -0.46 -0.28 -0.45
H 1.54359 -1.51981 -2.84625 0.28 0.20 0.38
O 2.07399 -0.75315 -0.01438 -0.58 0.45 1.02
H 2.06124 0.18399 0.24015 0.30 -0.03 -0.57
H 1.50178 -1.06857 0.70978 0.19 -0.43 -0.53
```
Positions in Å, forces in eV/Å.

No. 3
Molecular formula: H28O14
Method: DFT, wB97M-V/def2-TZVPD

The HOMO energy (spin up / spin down) comes out at -0.5147 / -0.5033 Ha. The total energy is -29110.755 eV. The expectation value of S² is 0.757. As for the multiplicity: 2. Its net charge is +1.

Geometry as XYZ:
```
42
Properties=species:S:1:pos:R:3:forces:R:3
O 0.40531 0.53635 0.15451 0.35 0.47 -0.07
H 0.38274 -0.41663 0.06757 0.11 -0.52 -0.06
H -0.38271 0.75050 0.65392 -0.50 0.09 0.27
O -3.07284 0.39530 -0.88691 -0.08 0.56 -0.09
H -2.71603 0.88055 -0.14297 -0.27 0.04 0.21
H -2.58220 -0.42655 -0.89495 -0.10 -0.50 -0.14
O -0.67072 2.85352 -2.00647 0.33 0.90 1.02
H -1.46574 3.15842 -2.44374 -0.25 0.23 -0.14
H -0.64767 1.91233 -2.17932 -0.06 -0.88 -0.38
O 1.69789 1.73159 2.56768 -0.38 0.85 -0.23
H 2.64700 1.85536 2.55772 0.49 -0.01 0.25
H 1.54169 1.02308 1.94331 -0.14 -0.86 -0.31
O 1.03239 3.56362 0.68407 0.10 1.52 -0.89
H 0.66349 3.02817 -0.01839 -0.43 -0.49 -1.36
H 1.11822 2.96263 1.42412 0.40 -1.30 2.03
O 3.03516 -1.92301 1.36788 0.13 0.09 0.29
H 3.61933 -1.56718 0.69829 0.31 0.02 -0.16
H 2.16525 -1.88928 0.96995 -0.08 0.06 -0.14
O -0.43661 0.33155 -2.83086 0.58 0.14 -0.17
H -0.30626 0.05512 -3.73796 0.07 0.15 -0.40
H -1.03612 -0.31908 -2.46549 -0.39 -0.51 0.49
O 2.29438 -2.32544 -2.30083 0.14 0.39 0.02
H 1.65806 -2.54204 -1.61935 -0.15 0.06 0.35
H 1.96521 -2.76484 -3.08493 0.07 -0.13 -0.37
O 0.45280 -2.56038 0.23618 -0.15 0.00 -0.97
H 0.43899 -2.55435 1.19326 -0.40 0.36 1.23
H 0.61972 -3.47395 0.00433 0.11 -0.47 -0.06
O -1.68400 -1.85634 -1.50913 0.00 0.00 -0.37
H -1.91532 -2.62772 -2.02652 -0.35 -0.16 -0.26
H -1.24055 -2.20899 -0.73763 0.52 -0.15 0.55
O -1.95678 2.00686 1.29179 0.44 0.19 -0.05
H -1.96401 2.61959 2.02715 -0.09 0.35 0.40
H -1.78591 2.55399 0.52519 -0.04 0.34 -0.61
O 0.11702 -1.37874 2.67396 0.66 -0.29 -0.39
H -0.74097 -0.95678 2.71915 -0.89 0.10 0.11
H 0.29404 -1.65934 3.57183 0.22 -0.08 0.26
O -2.41801 -0.20118 2.72507 0.24 -0.28 0.21
H -2.25133 0.64296 2.30569 -0.09 0.08 -0.22
H -3.37070 -0.24443 2.80713 -0.26 -0.26 0.09
O 2.44311 0.61303 -2.03575 0.71 1.04 0.27
H 1.49444 0.73974 -2.02201 -1.03 0.08 -0.01
H 2.55815 -0.31790 -2.22649 0.15 -1.23 -0.21
```
Positions in Å, forces in eV/Å.

No. 4
Molecular formula: C24H54BF4N3
Method: DFT, wB97M-V/def2-TZVPD

The HOMO energy comes out at -0.5999 Ha. The total energy is -41774.557 eV. Its net charge is +2.

Geometry as XYZ:
```
86
Properties=species:S:1:pos:R:3:forces:R:3
C 0.01721 -0.89420 -6.25807 -0.03 -0.02 -0.18
C 0.73593 0.25512 -5.55790 -0.54 -0.07 0.37
C -0.01523 0.66036 -4.28345 0.35 0.15 0.13
N 0.34011 2.05604 -3.81804 0.10 0.33 0.24
C 1.74546 2.10616 -3.32060 0.17 -0.02 -0.17
C 0.12668 3.09546 -4.89766 -0.19 -0.29 -0.02
C -0.16709 4.41776 -4.18271 -0.01 -0.05 -0.03
C -0.35382 4.05828 -2.70334 0.07 -0.06 0.44
C -0.56118 2.55612 -2.71787 -0.70 -0.43 0.17
H 0.42884 -1.07466 -7.25022 0.10 0.08 0.03
H -1.03416 -0.63369 -6.39713 -0.01 -0.16 0.02
H 0.09522 -1.83807 -5.72025 -0.11 0.07 0.17
H 0.78061 1.09907 -6.23899 0.18 0.02 -0.14
H 1.74075 -0.04028 -5.26005 0.11 0.05 -0.27
H 0.26479 -0.02284 -3.48239 -0.21 0.12 0.18
H -1.10269 0.68010 -4.36738 0.04 -0.18 -0.33
H 2.38997 1.63777 -4.05727 0.03 -0.04 0.00
H 1.79985 1.57445 -2.37310 0.08 -0.04 -0.02
H 2.04682 3.14499 -3.22204 -0.01 0.00 0.13
H 0.98348 3.11916 -5.56054 0.09 -0.01 0.02
H -0.74020 2.73811 -5.45302 0.03 0.13 -0.12
H 0.60631 5.16271 -4.34853 0.03 -0.01 0.02
H -1.10048 4.80810 -4.58248 0.07 0.17 -0.01
H 0.49527 4.27433 -2.05315 0.15 0.23 -0.33
H -1.18919 4.60372 -2.26922 -0.14 -0.20 0.01
H -0.35503 2.01829 -1.79453 0.33 0.07 -0.06
H -1.59051 2.28486 -2.97582 0.12 0.10 -0.31
C -3.35644 -0.19916 -2.09035 0.30 0.17 0.38
C -3.45462 -0.30560 -0.56050 -0.97 -0.30 -0.41
C -2.94540 0.91394 0.17116 0.61 -0.20 -0.32
N -3.06735 0.81574 1.66092 0.23 0.51 0.17
C -4.50187 0.64680 2.02149 0.01 -0.31 0.20
C -2.57230 2.10356 2.30792 0.28 -0.88 0.18
C -2.10522 1.68687 3.71305 -0.42 -0.05 0.27
C -2.20768 0.14490 3.76687 0.45 -0.04 0.36
C -2.24233 -0.27462 2.31328 -0.32 -0.11 -0.46
H -4.01480 -0.94364 -2.52927 0.10 -0.04 -0.15
H -2.32936 -0.37841 -2.40763 -0.04 -0.01 -0.09
H -3.67095 0.78240 -2.45329 -0.07 -0.01 0.05
H -2.95407 -1.22369 -0.24897 0.26 0.16 0.10
H -4.51222 -0.46983 -0.33564 0.04 0.11 0.05
H -3.46747 1.83527 -0.09203 -0.18 -0.13 -0.18
H -1.89290 1.04488 -0.09641 0.05 0.02 0.37
H -4.83700 -0.32811 1.68558 -0.10 0.03 -0.05
H -5.06687 1.44286 1.54765 -0.12 -0.01 0.01
H -4.60506 0.68339 3.10100 -0.05 0.19 0.01
H -3.39821 2.80470 2.28732 0.16 0.27 -0.08
H -1.71832 2.41193 1.71074 -0.15 0.31 -0.08
H -2.70120 2.12899 4.50993 -0.04 0.10 -0.12
H -1.08189 2.01424 3.87685 0.04 -0.01 -0.07
H -3.06468 -0.22524 4.32677 -0.15 0.22 -0.09
H -1.34480 -0.24797 4.30547 0.04 -0.18 -0.26
H -2.75088 -1.20204 2.05883 0.12 -0.17 0.37
H -1.24832 -0.30039 1.86645 -0.04 0.27 -0.17
C 1.25902 -5.50578 2.24006 0.05 -0.17 -0.74
C 1.73937 -4.35550 3.09896 -0.14 -0.11 0.84
C 2.45834 -3.33274 2.26509 -0.33 0.51 -0.33
N 2.94317 -2.12333 3.01549 0.96 -0.15 0.27
C 3.98168 -2.49800 4.01469 0.29 -0.17 0.38
C 1.87553 -1.35928 3.71446 -0.95 -0.05 -0.70
C 2.43020 0.04207 3.89451 -0.27 -0.14 -0.14
C 3.33172 0.25606 2.66210 1.05 -0.23 0.64
C 3.55807 -1.12464 2.04875 -0.83 -0.39 -0.51
H 0.67584 -5.13485 1.39105 -0.11 0.02 0.16
H 0.64524 -6.21427 2.78852 0.01 0.03 0.12
H 2.08578 -6.05709 1.78537 0.06 0.00 0.21
H 2.36471 -4.71696 3.91924 0.09 -0.16 -0.16
H 0.87689 -3.90230 3.60021 0.00 0.09 -0.17
H 1.77536 -2.92882 1.51480 0.09 -0.10 -0.09
H 3.32462 -3.73944 1.74380 0.04 -0.08 0.06
H 3.57176 -3.21957 4.71360 -0.05 0.03 0.04
H 4.30430 -1.61836 4.56590 -0.09 0.07 -0.06
H 4.86098 -2.92582 3.53824 -0.16 -0.06 -0.24
H 1.52498 -1.89987 4.58840 0.30 0.09 0.24
H 1.04145 -1.32843 3.00693 0.07 0.03 0.01
H 2.96503 0.12937 4.83679 0.05 0.17 -0.01
H 1.60505 0.75098 3.88852 0.03 0.06 0.19
H 4.30619 0.62353 2.98720 -0.16 0.36 -0.07
H 2.90184 0.95234 1.95374 -0.03 -0.09 -0.16
H 4.57426 -1.46070 1.86734 0.17 0.33 0.12
H 3.01402 -1.23428 1.11312 0.00 0.05 0.02
B 0.92695 -0.71423 -0.40517 1.07 1.42 -0.54
F 2.09502 -0.03587 -0.88219 -0.11 -0.40 0.07
F 1.09261 -2.07465 -0.48263 -0.31 -0.07 0.20
F 0.75253 -0.24584 0.92213 -0.39 -0.40 0.46
F -0.13804 -0.21268 -1.18048 -0.52 -0.36 0.00
```
Positions in Å, forces in eV/Å.

No. 5
Molecular formula: C4H4N2O
Method: DFT, wB97M-V/def2-TZVPD

The HOMO energy comes out at -0.3472 Ha. The total energy is -9240.131 eV. Its structure (SMILES) is O=c1cc[nH]cn1. Its net charge is 0.

Geometry as XYZ:
```
11
Properties=species:S:1:pos:R:3:forces:R:3
O -1.55356 -1.88036 1.12883 0.14 0.27 -0.24
C -0.99213 -0.97929 0.54271 -0.10 -0.19 0.03
C 0.10154 -1.20389 -0.42251 0.05 0.09 0.01
C 0.92834 -0.19037 -0.71946 -0.10 -0.08 0.11
N 0.67083 1.07250 -0.20784 -0.06 -0.21 0.20
C -0.52200 1.28233 0.44258 -0.02 -0.07 0.06
N -1.36486 0.37215 0.75638 0.18 0.03 -0.10
H 0.26311 -2.20586 -0.80425 -0.07 0.18 0.00
H 1.77578 -0.26996 -1.39596 -0.05 -0.03 0.29
H 1.44405 1.67253 0.03380 -0.08 0.21 -0.46
H -0.75111 2.33022 0.64574 0.08 -0.18 0.10
```
Positions in Å, forces in eV/Å.

No. 6
Molecular formula: C3H9N2O3P
Method: DFT, wB97M-V/def2-TZVPD

The HOMO energy (spin up / spin down) comes out at 0.0006 / 0.0078 Ha. The total energy is -21665.459 eV. Its net charge is -2.

Geometry as XYZ:
```
18
Properties=species:S:1:pos:R:3:forces:R:3
C 0.83343 0.67868 1.04595 0.38 1.59 -0.13
C 1.58571 0.27345 -1.45905 0.59 -2.87 1.51
C 1.55769 -0.19876 0.08424 1.35 -0.43 -1.54
N 1.08565 -1.55715 0.11363 -1.28 -0.05 -0.24
N -1.59233 -1.14413 0.05463 0.44 0.44 2.02
O -2.71992 0.30358 1.99342 -0.07 0.05 -0.62
O -2.05833 1.49646 -0.19900 0.13 0.31 0.11
O -3.75464 -0.46003 -0.36757 0.20 1.22 1.48
P -2.61708 0.26528 0.48031 -0.93 -2.39 -2.02
H -0.21643 0.73377 0.82817 -0.51 -0.22 0.08
H 1.01946 0.15627 2.00899 -0.27 1.25 -0.03
H 1.12781 1.79752 0.88793 0.09 -1.83 0.97
H 2.18888 1.17980 -1.54330 -0.38 0.11 -0.12
H 0.47979 0.36893 -1.64521 1.26 -0.05 -0.84
H 2.24233 -0.65580 -1.92943 -2.18 2.39 0.45
H 2.62391 -0.24263 0.37754 0.05 0.15 -0.01
H -0.05280 -1.51781 0.13557 1.62 0.02 0.36
H -1.73315 -1.47745 -0.86681 -0.50 0.32 -1.41
```
Positions in Å, forces in eV/Å.

Look up the net charge of the second one. 0

Which of these has the lowest net charge? C3H9N2O3P